1.
Below is an isolated molecule of C2H3FS2 at a distorted geometry, with properties calculated with the ωB97M-V functional and the def2-TZVPD basis.

The geometry in ORCA input format:
```
! RIJCOSX wB97M-V def2-TZVPD def2/J DEFGRID3
* xyz 0 1
F 0.2203 -0.5644 -1.6706
C 0.7125 0.3208 -0.7044
C -0.1309 0.1327 0.4759
S -0.3088 1.3351 1.5653
S -1.0207 -1.4466 0.5367
H 0.7468 1.2580 -1.1583
H 1.6782 -0.0300 -0.3638
H -1.8975 -1.0055 1.3192
*
```

Its SMILES is FCC(=S)S. The energy relative to the best compared isomer or geometry (same formula, charge and spin) is 41.5 kJ/mol. Its HOMO energy is -9.093 eV.


2.
Below is a structure of composition C29H35BCeN4O6 at a distorted geometry, with properties calculated with the ωB97M-V functional and the def2-TZVPD basis.

The geometry in ORCA input format:
```
! RIJCOSX wB97M-V def2-TZVPD def2/J DEFGRID3
* xyz 0 1
Ce 0.9676 -0.0812 -0.6383
O -3.7614 3.0179 0.4341
C -2.8017 3.9570 0.2976
C -3.2028 5.2934 0.2364
C -2.2656 6.2977 0.0923
C -0.9116 5.9918 0.0053
C -0.5131 4.6706 0.0602
C -1.4372 3.6355 0.2046
C -0.9680 2.2339 0.1787
O 0.2959 2.0080 -0.0784
N -1.8278 1.2559 0.3304
N -1.2498 0.0299 0.0794
C -1.9529 -1.0385 0.5129
C -1.5002 -2.3126 0.2945
C -1.9763 -3.4651 1.0133
C -1.1669 -4.5318 1.2072
C 0.1600 -4.5080 0.6308
C 0.5001 -3.5550 -0.2413
N -0.3582 -2.4742 -0.5827
H -3.2951 2.1328 0.4870
H -4.2593 5.5103 0.3091
H -2.5941 7.3291 0.0464
H -0.1784 6.7787 -0.1084
H 0.5302 4.4049 -0.0203
H -2.8541 -0.8600 1.0981
H -2.9600 -3.4096 1.4609
H -1.4840 -5.3830 1.7922
H 0.8810 -5.2731 0.8790
H 1.4669 -3.5376 -0.7363
O 2.7680 1.1417 -4.2654
C 1.8942 0.8009 -3.4894
O 2.0104 -0.1462 -2.5891
C 0.5416 1.5038 -3.4698
C 0.3568 2.6852 -4.1774
C -0.8929 3.2835 -4.1322
C -1.9053 2.6674 -3.4169
C -1.6219 1.4918 -2.7357
N -0.4141 0.9334 -2.7415
H 1.1839 3.0961 -4.7358
H -1.0770 4.2140 -4.6507
H -2.8966 3.0925 -3.3636
H -2.3755 0.9884 -2.1424
C 4.7697 0.0831 3.2010
C 3.2626 0.2786 3.1204
C 2.8415 1.5646 3.8021
O 2.9424 0.4095 1.6807
B 2.4667 -0.8076 1.2829
O 2.3113 -1.7321 2.2769
C 2.4424 -0.9853 3.5414
C 3.1372 -1.8780 4.5568
C 1.0185 -0.6664 3.9766
H 5.2608 0.9283 2.7218
H 5.0833 -0.8262 2.6923
H 5.1050 0.0338 4.2378
H 3.4677 2.3854 3.4567
H 2.9667 1.4771 4.8831
H 1.8060 1.8147 3.5916
H 4.0924 -2.2384 4.1864
H 2.5071 -2.7382 4.7748
H 3.3062 -1.3388 5.4906
H 0.5017 -0.0479 3.2428
H 1.0027 -0.1449 4.9339
H 0.4655 -1.5981 4.0797
C -1.5253 -4.7468 -2.5094
C -1.7828 -3.2516 -2.6291
C -1.9414 -2.8586 -4.0934
C -0.6666 -2.3819 -2.0320
H -2.2781 -5.3031 -3.0712
H -1.5563 -5.0870 -1.4823
H -0.5507 -5.0037 -2.9261
H -2.7163 -3.0017 -2.1089
H -1.0559 -3.1396 -4.6646
H -2.0866 -1.7862 -4.2090
H -2.7984 -3.3643 -4.5386
H -0.9300 -1.3346 -2.2386
H 0.2762 -2.5840 -2.5616
*
```

The energy relative to the best compared isomer or geometry (same formula, charge and spin) is 0.0 kJ/mol. Its HOMO energy (spin up / spin down) is -6.485 / -6.487 eV.


3.
Below is a structure of composition C42H59Cl3N6OPSV at a distorted geometry, with properties calculated with the ωB97M-V functional and the def2-TZVPD basis.

The geometry in ORCA input format:
```
! RIJCOSX wB97M-V def2-TZVPD def2/J DEFGRID3
* xyz 1 2
V 0.1056 0.1852 0.8719
C 2.9493 -0.7572 2.0182
C 2.6498 0.3116 3.0522
N 1.1930 0.3789 3.2541
C 0.6634 1.6474 3.7396
C 0.8323 2.6654 2.6497
C 1.2014 3.9683 2.9004
C 1.3810 4.8487 1.8435
C 1.1816 4.3805 0.5558
C 0.7922 3.0679 0.3704
C 0.4627 2.5256 -0.9932
N 0.6898 1.0516 -1.0544
C 2.1064 0.6597 -1.3804
C 2.9395 0.4928 -0.1304
N 2.2344 -0.4701 0.7511
N 0.6173 2.1970 1.3979
H 2.5832 -1.7139 2.3901
H 4.0230 -0.8458 1.8528
H 3.0035 1.2874 2.7134
H 3.1980 0.0710 3.9617
H 0.8458 -0.4124 3.7807
H 1.1235 2.0242 4.6513
H -0.4031 1.4994 3.9377
H 1.3574 4.2821 3.9295
H 1.6897 5.8770 2.0224
H 1.3152 5.0269 -0.3099
H 1.0341 3.0533 -1.7485
H -0.5942 2.7101 -1.1848
H 0.1116 0.6599 -1.8050
H 2.5622 1.3908 -2.0413
H 2.0569 -0.2868 -1.9164
H 3.0421 1.4399 0.3908
H 3.9392 0.1500 -0.3906
H 2.1767 -1.3454 0.2376
Cl 0.6220 -7.0239 0.6768
C 0.3570 -5.3634 1.1147
C 0.1935 -4.4149 0.1282
C -0.0067 -3.1066 0.5306
Cl -0.2706 -1.8097 -0.6596
C -0.0581 -2.6715 1.8576
O -0.2429 -1.4171 2.1821
C 0.1154 -3.6825 2.8063
Cl 0.0911 -3.2166 4.4836
C 0.3172 -5.0017 2.4543
H 0.2278 -4.6890 -0.9217
H 0.4485 -5.7535 3.2280
N -2.1598 3.2334 0.9862
C -2.8263 2.0248 0.9332
N -2.2735 0.8431 0.9759
C -3.3211 -0.1469 0.8785
C -3.1727 -1.5302 0.9352
C -4.2846 -2.3457 0.7914
C -5.5575 -1.8128 0.5890
C -5.7307 -0.4425 0.5466
C -4.6038 0.3638 0.7030
S -4.5467 2.0898 0.7427
H -2.7521 4.0462 0.9810
H -1.4099 3.2973 1.6563
H -2.2049 -1.9586 1.1248
H -4.1566 -3.4215 0.8446
H -6.4129 -2.4692 0.4807
H -6.7130 -0.0050 0.3969
C 1.0980 1.0361 -7.4739
C 0.8109 2.0555 -6.3676
C -0.1924 1.4819 -5.3300
C -0.1494 -0.0601 -5.2750
C 1.3193 -0.4920 -5.4405
C 1.7899 -0.2127 -6.8866
P -0.8274 -0.6832 -3.7026
C -1.2368 -2.4638 -3.9975
C -0.0247 -3.4032 -3.8521
C -0.4960 -4.8602 -3.7779
C -1.4046 -5.2386 -4.9890
C -1.5338 -4.0815 -5.9841
C -2.0450 -2.8100 -5.2933
C -2.5058 0.0735 -3.5397
C -2.4328 1.3539 -2.6756
C -3.8290 1.9538 -2.3542
C -4.9082 1.4745 -3.3360
C -4.3215 1.4378 -4.7439
C -3.3072 0.2837 -4.8487
H 1.7208 1.4822 -8.2519
H 0.1545 0.7558 -7.9555
H 0.4127 2.9781 -6.7930
H 1.7537 2.3191 -5.8755
H -1.2034 1.8223 -5.5680
H 0.0510 1.8826 -4.3357
H -0.7221 -0.4721 -6.1070
H 1.4715 -1.5403 -5.1911
H 1.9263 0.0872 -4.7293
H 1.5813 -1.0827 -7.5156
H 2.8728 -0.0701 -6.8926
H -1.8701 -2.6703 -3.1330
H 0.5528 -3.1451 -2.9625
H 0.6501 -3.2935 -4.7037
H -1.0560 -5.0017 -2.8468
H 0.3719 -5.5227 -3.7274
H -2.4057 -5.5019 -4.6345
H -1.0126 -6.1222 -5.4945
H -2.2249 -4.3524 -6.7830
H -0.5678 -3.8879 -6.4610
H -3.0951 -2.9642 -5.0261
H -2.0298 -1.9905 -6.0088
H -3.0252 -0.6620 -2.9233
H -1.8127 2.1046 -3.1777
H -1.9323 1.0989 -1.7350
H -3.7692 3.0442 -2.4178
H -4.1164 1.7124 -1.3271
H -5.7753 2.1323 -3.2830
H -5.2511 0.4705 -3.0632
H -3.8350 2.4012 -4.9555
H -5.0996 1.3061 -5.4988
H -2.6396 0.4590 -5.6951
H -3.8560 -0.6287 -5.0706
*
```

The energy relative to the best compared isomer or geometry (same formula, charge and spin) is 18.9 kJ/mol. Its expectation value of S² is 0.77. Its HOMO energy (spin up / spin down) is -9.299 / -8.587 eV.


4.
Below is an isolated molecule of C6H10N2O at a distorted geometry, with properties calculated with the ωB97M-V functional and the def2-TZVPD basis.

The geometry in ORCA input format:
```
! RIJCOSX wB97M-V def2-TZVPD def2/J DEFGRID3
* xyz 0 1
C 1.4339 -0.7158 -1.5144
C -0.5317 0.6509 1.7224
C 1.1919 0.2666 -0.4088
C -0.4359 0.1324 0.3020
C -1.0844 -1.0415 0.0252
C -0.7518 1.4090 -0.8503
O -1.8480 -1.6702 0.9352
N 0.2118 1.7528 -1.5085
N 2.1084 0.6600 0.3545
H -2.2455 -2.4667 0.5619
H 1.9306 1.2573 1.1486
H -1.0528 -1.4957 -0.9598
H -1.7761 1.7711 -0.7186
H 0.6275 -0.7201 -2.2424
H 2.3569 -0.4349 -2.0194
H 1.5516 -1.7149 -1.0818
H -0.0095 -0.0045 2.4211
H -0.1029 1.6509 1.7923
H -1.5737 0.7132 2.0408
*
```

The energy relative to the best compared isomer or geometry (same formula, charge and spin) is 523.3 kJ/mol. Its HOMO energy (spin up / spin down) is -7.420 / -7.416 eV.